The following is a DFT calculation (the ωB97M-V functional and the def2-TZVPD basis) of a 2-piece molecular cluster, C6H10N3O3 overall in a non-equilibrium geometry.

Results
Energy above the lowest of the compared OMol25 structures with the same formula, charge and spin = 73.2 kcal per mole
Charge = +1
E_HOMO = -0.4890 hartree
Orbital gap = 0.3034 Eh
Total energy = -624.2240 Ha

Last column: Löwdin charge in e.
Element x y z (Å)
C (-2.53895, -0.49806, 0.18125)  -0.363
H (-1.44294, -2.66078, -2.26602)  0.138
C (1.99661, 1.64430, 1.30523)  -0.622
H (-2.09379, -2.49460, 0.08405)  0.184
C (-2.59283, -1.75774, -0.65661)  -0.037
H (2.54676, 2.77071, 2.76710)  0.109
H (2.40474, -0.42803, 0.73124)  0.171
C (-1.67140, -1.71244, -1.85755)  -0.083
N (1.71415, 0.61210, -0.77333)  0.041
O (-3.41565, 0.08626, 0.73110)  0.176
C (-0.36808, -0.33212, -0.66134)  -0.025
H (-3.64403, -1.90842, -0.75087)  0.137
O (-0.33077, -1.30941, -1.49121)  0.039
H (-1.99425, -1.05403, -2.60258)  0.131
N (2.36992, 0.58547, 0.48679)  0.004
H (-0.97996, 1.02343, 0.87567)  0.129
N (2.66744, 1.83979, 2.47091)  0.207
H (2.41445, 0.21392, -1.53928)  0.186
O (1.15161, 2.34066, 0.84502)  0.066
C (-1.10801, 0.10993, 0.31217)  0.088
H (1.55859, 1.72148, -1.03403)  0.205
H (3.35640, 1.20759, 2.84227)  0.121

Force components x, y, z for each atom (eV/Å):
C 1.06 0.82 0.17
H -0.42 -1.06 -0.46
C 1.25 -1.49 0.90
H -1.21 0.57 -1.09
C 1.85 -0.41 2.47
H 0.11 0.88 1.06
H 0.30 1.51 0.63
C -0.87 -0.58 0.41
N -0.28 1.76 -2.55
O -0.28 -0.48 -0.15
C 1.92 -0.09 0.17
H -0.55 -0.79 -0.81
O 1.06 1.40 0.97
H -0.60 1.03 -1.23
N 0.69 -2.82 -1.31
H 0.09 -0.10 0.00
N -0.75 -1.04 -1.29
H -1.95 0.81 2.07
O -1.67 2.71 -0.19
C -0.09 0.59 -0.72
H 0.25 -3.50 1.05
H 0.09 0.29 -0.12


The following is a DFT calculation (the ωB97M-V functional and the def2-TZVPD basis) of a 3-piece molecular cluster, H6O3 overall in a non-equilibrium geometry.

Results
Energy above the lowest of the compared OMol25 structures with the same formula, charge and spin = 11.8 kcal per mole
E_HOMO = -0.3902 hartree
Orbital gap = 0.4019 Eh
Total energy = -229.3062 Ha

Last column: Löwdin charge in e.
Element x y z (Å)
H (1.23792, -0.73924, 1.45879)  0.016
O (-0.41831, -1.24775, -1.16793)  -0.023
H (0.04824, 2.32071, -0.18558)  -0.003
H (-0.18715, -2.01468, -1.71721)  0.073
H (0.09708, 1.21800, 0.84575)  -0.018
O (0.40020, -0.38078, 1.36571)  -0.040
H (0.03711, -0.55211, 0.45675)  0.028
O (-0.26034, 2.12351, 0.67712)  -0.073
H (-0.95475, -0.72767, -1.73340)  0.038

Force components x, y, z for each atom (eV/Å):
H 2.42 -1.14 -0.08
O 0.78 -1.14 0.15
H 0.40 0.55 -1.26
H 0.03 0.25 0.46
H -0.22 0.87 0.45
O -3.10 1.06 -0.91
H 0.80 -0.57 1.03
O -0.19 -0.85 0.90
H -0.91 0.97 -0.75


The following is a DFT calculation (the ωB97M-V functional and the def2-TZVPD basis) of a 2-piece molecular cluster, C2H7NOS2 overall in a non-equilibrium geometry.

Results
Energy above the lowest of the compared OMol25 structures with the same formula, charge and spin = 6.0 kcal per mole
E_HOMO = -0.3146 hartree
Orbital gap = 0.3378 Eh
Total energy = -1006.7746 Ha

Last column: Löwdin charge in e.
Element x y z (Å)
C (0.32384, -1.58654, 1.59539)  -0.499
S (-1.10453, -0.99793, 2.52375)  0.348
H (-0.86961, 2.03572, -1.82004)  0.110
N (-0.26252, 1.50534, -2.42762)  0.123
C (0.25592, 0.29227, -2.18677)  -0.419
H (1.06463, -1.94763, 2.31281)  0.022
O (0.03359, -0.38470, -1.20896)  0.001
H (0.93593, -0.02096, -2.98987)  0.126
S (-1.06680, 1.03324, 2.32090)  0.275
H (0.75975, -0.81986, 0.96032)  0.002
H (-0.10574, 1.31515, 3.19936)  -0.211
H (0.02914, -2.43567, 0.97422)  0.030
H (0.00640, 2.01157, -3.25349)  0.092

Force components x, y, z for each atom (eV/Å):
C 0.46 -0.47 0.13
S -0.23 0.02 0.02
H 0.07 -0.60 0.36
N -0.30 1.25 -0.59
C 0.02 -0.23 0.46
H 0.03 0.13 -0.08
O 0.00 -0.04 -0.13
H 0.07 -0.15 -0.11
S -0.08 -0.02 -0.32
H -0.23 0.01 0.05
H 0.16 0.10 0.29
H -0.10 0.21 -0.02
H 0.14 -0.21 -0.08


The following is a DFT calculation (the ωB97M-V functional and the def2-TZVPD basis) of a 2-piece molecular cluster, C3H9NO3 overall in a non-equilibrium geometry.

Results
Energy above the lowest of the compared OMol25 structures with the same formula, charge and spin = 151.4 kcal per mole
E_HOMO (spin up / spin down) = -0.2917 / -0.3375 hartree
Orbital gap (spin up / spin down) = 0.2786 / 0.3428 Eh
Total energy = -399.9802 Ha

Last column: Löwdin charge in e.
Element x y z (Å)
H (-0.28043, 1.94108, 0.88401)  0.058
H (-0.13150, 0.08201, -2.44908)  0.114
O (-0.29597, -2.02124, 0.50600)  0.026
O (-2.38553, -1.21219, 0.75062)  0.044
H (2.24896, 0.46663, -0.11794)  0.067
H (0.38982, -2.07176, -0.17325)  0.089
H (0.36848, 2.01311, -0.77526)  0.057
C (1.72254, 1.03998, 0.65003)  -0.169
O (0.00274, -0.37483, -1.60292)  -0.086
N (-1.29417, -0.79241, -1.25911)  0.071
C (0.38782, 1.47782, 0.16695)  -0.094
C (-1.19939, -1.01352, 0.09816)  -0.594
H (1.63895, 0.43102, 1.55056)  0.073
H (-2.80965, -2.01066, 0.40450)  0.112
H (2.35020, 1.91163, 0.88620)  0.074
H (-0.71288, 0.13333, 0.48051)  0.157

Force components x, y, z for each atom (eV/Å):
H 0.07 0.04 0.19
H 0.07 -0.32 0.14
O 0.09 0.38 -0.25
O -0.31 0.09 -0.37
H -0.02 0.00 0.11
H 0.05 -0.03 0.10
H -0.16 -0.33 -0.17
C 0.11 -0.15 -0.02
O -0.96 -0.49 -0.48
N 0.60 0.68 -0.62
C -0.16 0.66 0.60
C 0.96 0.93 1.45
H 0.09 0.00 -0.01
H 0.14 0.03 0.10
H -0.05 -0.09 0.01
H -0.52 -1.40 -0.77